Record 1
# C37H22F5GeN4OS3Ti

A structure of composition C37H22F5GeN4OS3Ti (ωB97M-V/def2-TZVPD, the Open Molecules 2025 dataset).

Calculated values
Total charge: -2
Energy, hartree: -6337.7665
Spin multiplicity: 4

Each line ends with the Löwdin spin population.
Geometry (Å):
Ti  0.6004  0.4595  -0.0436  0.9227
O  0.3597  0.2931  1.6823  0.0179
C  1.1625  -0.0312  2.6607  0.0275
C  0.7067  0.0845  3.9778  -0.0022
C  1.5195  -0.2094  5.0528  0.0164
C  2.8210  -0.6567  4.8311  0.0031
C  3.2953  -0.7933  3.5495  0.0117
C  2.5090  -0.4797  2.4181  0.0216
C  3.0550  -0.4995  1.1051  0.0475
N  2.4610  -0.1074  -0.0470  0.0172
C  3.4192  -0.1259  -1.0212  0.0135
C  4.5990  -0.5443  -0.5014  0.0014
N  4.3711  -0.8101  0.8265  0.0259
H  -0.3006  0.4517  4.1348  -0.0004
H  1.1417  -0.0862  6.0579  0.0012
H  3.4659  -0.8756  5.6743  -0.0001
H  4.3119  -1.1390  3.4059  0.0010
H  3.1927  0.1659  -2.0337  0.0008
H  5.5696  -0.6448  -0.9445  -0.0004
H  5.0728  -1.0562  1.5021  0.0013
F  -0.2194  -6.0982  -2.4305  -0.0001
C  -0.0757  -4.7479  -2.4300  -0.0003
C  0.0871  -4.0482  -1.2477  0.0002
F  0.1150  -4.7159  -0.0740  0.0001
C  0.2469  -2.6712  -1.2717  0.0002
F  0.4448  -2.0053  -0.0771  0.0070
C  0.2452  -1.9159  -2.4780  0.0015
S  0.4557  -0.2153  -2.5023  0.0108
C  0.0706  -2.6628  -3.6500  -0.0004
F  0.0637  -2.0364  -4.8446  0.0003
C  -0.0814  -4.0427  -3.6448  0.0000
F  -0.2259  -4.7285  -4.8083  0.0000
S  -0.0665  2.6901  -0.8716  0.2491
C  -0.0702  3.5491  0.6242  0.3573
C  -1.1320  4.4060  0.8799  0.0710
N  -2.0055  5.1403  1.0703  0.1750
C  0.9956  3.4457  1.5527  0.3425
S  2.4149  2.5689  1.1913  0.3707
C  0.9431  4.1148  2.7702  0.0774
N  0.9454  4.6845  3.7786  0.1688
C  -4.6063  2.9391  2.9383  0.0010
C  -5.2074  2.3803  1.8225  0.0011
C  -4.4532  1.6362  0.9346  0.0006
C  -3.0904  1.4470  1.1281  0.0027
C  -2.5108  1.9915  2.2656  0.0038
C  -3.2577  2.7324  3.1651  0.0007
Ge  -2.0001  0.3502  -0.1656  0.0211
C  -2.8932  -1.3792  0.4300  0.0057
C  -2.3690  -2.0493  1.5286  0.0001
C  -3.0072  -3.1512  2.0706  0.0002
C  -4.1834  -3.6172  1.5066  -0.0003
C  -4.7148  -2.9654  0.4073  0.0003
C  -4.0787  -1.8532  -0.1153  0.0005
C  -3.0011  0.7178  -1.8721  -0.0002
C  -3.1434  -0.2744  -2.8354  -0.0001
C  -3.7977  -0.0252  -4.0277  0.0002
C  -4.3133  1.2338  -4.2877  -0.0003
C  -4.1489  2.2431  -3.3534  0.0001
C  -3.4904  1.9860  -2.1644  0.0003
H  -5.1906  3.5364  3.6269  0.0000
H  -6.2662  2.5346  1.6422  0.0001
H  -4.9245  1.1950  0.0649  0.0000
H  -1.4526  1.8355  2.4424  0.0028
H  -2.7816  3.1653  4.0342  0.0003
H  -1.4422  -1.6914  1.9665  0.0000
H  -2.5906  -3.6506  2.9358  0.0000
H  -4.6812  -4.4865  1.9203  0.0000
H  -5.6347  -3.3242  -0.0409  0.0001
H  -4.5103  -1.3412  -0.9640  0.0001
H  -2.7281  -1.2587  -2.6444  0.0000
H  -3.9019  -0.8151  -4.7603  0.0000
H  -4.8315  1.4326  -5.2190  0.0000
H  -4.5354  3.2345  -3.5575  0.0000
H  -3.3468  2.7821  -1.4435  0.0003

***

Record 2
# C37H23Cl2FeN6O3

A structure of composition C37H23Cl2FeN6O3 (ωB97M-V/def2-TZVPD, the Open Molecules 2025 dataset).

Calculated values
Total charge: -1
Energy, hartree: -4162.2588

Each line ends with the Löwdin charge.
Geometry (Å):
Fe  0.1883  -0.8232  -0.1358  0.5059
O  -6.6417  -0.5071  1.2142  -0.0407
C  -6.1195  -0.4822  0.0878  -0.6951
O  -6.6181  -0.3883  -1.0480  -0.0471
C  -4.5709  -0.5829  0.0949  -0.0786
C  -3.8584  -0.5826  -1.0943  0.0620
C  -2.4795  -0.6843  -1.0594  -0.1828
N  -1.7921  -0.7721  0.0904  0.0971
C  -2.4702  -0.7768  1.2431  -0.1578
C  -3.8559  -0.6875  1.2753  0.0642
C  -1.6505  -0.9020  2.4746  -0.2044
C  -2.0778  -0.4007  3.7001  -0.0018
C  -1.2328  -0.5190  4.7893  -0.0617
C  -0.0003  -1.1309  4.6249  -0.0680
C  0.3371  -1.5960  3.3646  -0.1225
N  -0.4678  -1.4897  2.3174  0.1100
C  -1.6344  -0.7063  -2.2665  -0.1933
C  -2.1477  -0.7224  -3.5601  0.0022
C  -1.2769  -0.7526  -4.6309  -0.0578
C  0.0891  -0.7692  -4.3875  -0.0477
C  0.5252  -0.7578  -3.0774  -0.0894
N  -0.3113  -0.7215  -2.0377  0.0485
H  -4.4288  -0.5014  -2.0089  0.1122
H  -4.4134  -0.7141  2.2014  0.1184
H  -3.0350  0.0936  3.7872  0.1127
H  -1.5276  -0.1234  5.7529  0.1046
H  0.6966  -1.2253  5.4461  0.0996
H  1.3004  -2.0574  3.1791  0.1163
H  -3.2160  -0.7187  -3.7155  0.1136
H  -1.6585  -0.7691  -5.6433  0.1071
H  0.8092  -0.7987  -5.1924  0.1041
H  1.5797  -0.7825  -2.8390  0.1072
C  4.8510  2.2153  -0.2962  -0.0914
C  5.1529  1.0393  0.3781  -0.0839
C  4.2833  -0.0384  0.3305  -0.0225
C  3.1043  0.0710  -0.3913  -0.2360
C  2.7915  1.2438  -1.0627  -0.0351
C  3.6706  2.3141  -1.0199  -0.0713
N  2.1557  -0.9998  -0.4162  -0.0313
N  2.6590  -2.1401  -0.5599  0.1232
C  1.6744  -3.1427  -0.5368  -0.2819
C  2.0766  -4.4660  -0.7210  -0.0499
C  1.1156  -5.4566  -0.6915  -0.1152
C  -0.2174  -5.1032  -0.4679  -0.0994
C  -0.5894  -3.7797  -0.2815  -0.0925
C  0.3480  -2.7406  -0.3160  -0.1249
H  5.5259  3.0598  -0.2416  0.0976
H  6.0628  0.9679  0.9603  0.0995
H  4.4907  -0.9540  0.8667  0.1084
H  1.8451  1.3203  -1.5827  0.0948
H  3.4187  3.2349  -1.5308  0.1063
H  3.1242  -4.6895  -0.8826  0.1003
H  1.3885  -6.4945  -0.8339  0.0893
H  -0.9730  -5.8803  -0.4371  0.0945
H  -1.6352  -3.5534  -0.0967  0.0927
Cl  2.4233  1.7836  3.5931  0.6600
C  1.5739  2.6183  2.3220  -0.5818
C  1.6176  4.0121  2.2932  -0.1462
C  0.9811  4.7154  1.3087  -0.6253
Cl  1.0621  6.4628  1.3103  0.6353
C  0.2643  4.0405  0.2956  -0.1829
C  -0.4217  4.6798  -0.7610  -0.0361
C  -1.0657  3.9283  -1.7011  -0.0525
C  -1.0176  2.5254  -1.5977  -0.1262
N  -0.3988  1.9003  -0.6286  0.1228
C  0.2287  2.6245  0.3256  -0.1427
C  0.8944  1.8503  1.3660  -0.4032
O  0.8668  0.5854  1.3692  -0.1120
H  2.1680  4.5365  3.0629  0.0988
H  -0.4272  5.7603  -0.8104  0.0839
H  -1.6049  4.3905  -2.5172  0.0997
H  -1.5086  1.9097  -2.3464  0.1003

***

Record 3
# C37H24Br2N5O3TaTe

A structure of composition C37H24Br2N5O3TaTe (ωB97M-V/def2-TZVPD, the Open Molecules 2025 dataset).

Calculated values
Energy, hartree: -7397.1121

Each line ends with the Löwdin charge.
Geometry (Å):
Ta  0.0534  0.0496  0.2130  1.5833
O  -3.9222  -1.3998  3.8000  0.0627
C  -3.7402  -0.0858  4.0256  -0.2693
C  -4.4150  0.4808  5.1058  -0.0146
C  -4.2538  1.8195  5.4044  -0.0830
C  -3.4167  2.6290  4.6374  -0.0892
C  -2.7460  2.0699  3.5665  -0.0269
C  -2.8955  0.7187  3.2435  -0.0963
C  -2.1555  0.1631  2.1037  -0.4507
O  -1.3342  0.9485  1.4317  -0.3193
N  -2.2619  -1.0787  1.7551  0.0851
N  -1.4386  -1.2967  0.6748  -0.2083
C  -1.6432  -2.4451  -0.0409  -0.1069
C  -1.0935  -2.3894  -1.2933  -0.2900
C  -1.2221  -3.4304  -2.2715  -0.0394
C  -0.6712  -3.2852  -3.4924  -0.0880
C  0.0474  -2.0906  -3.7916  -0.0797
C  0.1454  -1.1316  -2.8408  -0.1372
N  -0.4196  -1.2160  -1.5957  -0.0571
H  -3.3649  -1.6611  3.0327  0.0687
H  -5.0586  -0.1589  5.6955  0.1176
H  -4.7875  2.2396  6.2483  0.1031
H  -3.2950  3.6772  4.8743  0.0992
H  -2.0933  2.6735  2.9481  0.1151
H  -2.2859  -3.2269  0.3309  0.1110
H  -1.7664  -4.3255  -1.9980  0.1111
H  -0.7645  -4.0704  -4.2326  0.1020
H  0.5318  -1.9445  -4.7468  0.0953
H  0.7196  -0.2456  -3.0458  0.0809
Br  3.7561  -3.2092  -1.2668  0.8020
C  3.1206  -2.9252  0.4767  -0.6005
C  3.6161  -3.7136  1.5413  -0.1574
C  3.1927  -3.5173  2.8212  -0.6256
Br  3.9000  -4.5935  4.2064  0.7787
C  2.2343  -2.5124  3.1199  -0.1778
C  1.7464  -2.1733  4.4031  -0.0128
C  0.8679  -1.1423  4.5365  -0.0105
C  0.4190  -0.4494  3.3934  -0.1027
N  0.8035  -0.7802  2.1813  -0.0171
C  1.7385  -1.7743  2.0421  -0.1295
C  2.1915  -1.9499  0.7144  -0.3740
O  1.6508  -1.1498  -0.1787  -0.2361
H  4.3481  -4.4798  1.3273  0.0973
H  2.0926  -2.7228  5.2685  0.0875
H  0.5008  -0.8392  5.5071  0.1158
H  -0.2496  0.3934  3.4887  0.1038
C  4.7970  0.7416  -1.2209  -0.0773
C  4.3404  0.6427  -2.5320  -0.0747
C  3.0673  1.0767  -2.8421  -0.0424
C  2.2288  1.5870  -1.8466  -0.2673
C  2.6828  1.6875  -0.5331  -0.6102
C  3.9790  1.2594  -0.2332  -0.1420
C  0.8615  2.0200  -2.2394  -0.2894
C  0.7208  2.9656  -3.2790  0.0155
C  -0.5192  3.3627  -3.6587  0.0196
C  -1.6569  2.7939  -3.0489  -0.1446
C  -2.9736  3.1524  -3.4327  -0.0289
C  -4.0473  2.5544  -2.8504  -0.0658
C  -3.8488  1.5563  -1.8677  -0.0446
C  -2.5946  1.1950  -1.4757  -0.0105
C  -1.4604  1.8286  -2.0456  -0.1718
N  -0.1835  1.4776  -1.6388  -0.0115
H  5.7941  0.4031  -0.9687  0.1082
H  4.9725  0.2225  -3.3033  0.1068
H  2.7026  0.9988  -3.8606  0.1196
H  4.3368  1.3226  0.7860  0.0928
H  1.6139  3.3760  -3.7296  0.1258
H  -0.6498  4.1085  -4.4348  0.1253
H  -3.1038  3.9053  -4.2006  0.1157
H  -5.0514  2.8283  -3.1460  0.1073
H  -4.7047  1.0638  -1.4240  0.1132
H  -2.4518  0.4127  -0.7454  0.0757
Te  1.4010  2.3521  0.9963  0.9346